Below is a molecular structure, C38H30BrClLaN3O5 in a non-equilibrium geometry, with properties calculated with the ωB97M-V functional and the def2-TZVPD basis.

LUMO: 4.158 eV
total charge: -2
frontier orbital gap: 3.236 eV
energy above the lowest of the compared OMol25 structures with the same formula, charge and spin: 12.8 kcal/mol

Element x y z (Å)
1 La -0.1197 0.1715 0.1439
2 C -2.0838 -2.6011 3.3849
3 C -1.6097 -2.0905 4.6189
4 C -0.8138 -0.9891 4.6100
5 C -0.4476 -0.3499 3.3900
6 N -0.9388 -0.8633 2.1790
7 C -1.7213 -1.9385 2.2344
8 C 0.3747 0.7937 3.3300
9 C 1.0515 1.3349 4.4625
10 C 1.7982 2.4662 4.3597
11 C 1.9058 3.1036 3.1012
12 C 1.2737 2.5169 2.0270
13 N 0.5367 1.4114 2.0845
14 H -2.7028 -3.4861 3.3517
15 H -1.8943 -2.5696 5.5496
16 H -0.4638 -0.5790 5.5474
17 H -2.0917 -2.2960 1.2759
18 H 0.9894 0.8203 5.4117
19 H 2.3198 2.8714 5.2206
20 H 2.4823 4.0090 2.9831
21 H 1.3671 2.9652 1.0424
22 C -0.4029 -4.2234 -2.2821
23 C 0.5732 -5.0763 -1.7617
24 C 1.4948 -4.5601 -0.8883
25 C 1.4462 -3.2023 -0.5106
26 N 0.4880 -2.3811 -1.0287
27 C -0.3846 -2.9014 -1.8805
28 C 2.3568 -2.6750 0.4722
29 C 2.8401 -3.5173 1.4838
30 C 3.4873 -3.0348 2.5948
31 C 3.5760 -1.6477 2.7678
32 C 3.1350 -0.7890 1.8017
33 C 2.6199 -1.2576 0.5554
34 H -1.1419 -4.5800 -2.9832
35 H 0.6094 -6.1215 -2.0446
36 H 2.2825 -5.1830 -0.4919
37 H -1.1249 -2.2197 -2.2794
38 H 2.6480 -4.5813 1.4282
39 H 3.8555 -3.7074 3.3606
40 H 4.0075 -1.2543 3.6789
41 H 3.1905 0.2750 1.9762
42 Br 1.6820 2.2580 -3.7716
43 C -0.1952 1.9880 -3.8505
44 C -0.9564 2.8060 -4.6660
45 C -2.3223 2.5900 -4.7335
46 C -2.9078 1.5996 -3.9652
47 C -2.1312 0.8076 -3.1267
48 C -0.7530 0.9740 -3.1027
49 C -2.8081 -0.1994 -2.1778
50 O -3.8847 -0.6709 -2.5410
51 O -2.1903 -0.4395 -1.1085
52 H -0.4863 3.5961 -5.2336
53 H -2.9269 3.2202 -5.3716
54 H -3.9745 1.4295 -3.9872
55 H -0.1334 0.3297 -2.4763
56 Cl -7.0478 1.2792 0.4621
57 C -5.4489 1.8808 0.1517
58 C -4.3894 1.3876 0.8895
59 C -3.1142 1.8623 0.6301
60 C -2.9055 2.8101 -0.3652
61 C -3.9955 3.3198 -1.0601
62 C -5.2763 2.8594 -0.8102
63 C -1.4917 3.2692 -0.7721
64 O -1.3715 4.4143 -1.2087
65 O -0.5812 2.4051 -0.6675
66 H -4.5496 0.6277 1.6379
67 H -2.2742 1.4959 1.2204
68 H -3.8266 4.0827 -1.8072
69 H -6.1241 3.2362 -1.3626
70 C 4.0543 1.3385 -0.3345
71 O 2.6803 0.9951 -0.3228
72 C 2.3870 -0.3834 -0.5393
73 C 2.6957 -0.8471 -1.9655
74 H 4.6785 0.4817 -0.0638
75 H 4.2071 2.1282 0.4053
76 H 4.3573 1.7095 -1.3233
77 H 3.4933 -0.2271 -2.3793
78 H 1.8474 -0.7841 -2.6494
79 H 3.0304 -1.8854 -1.9659